Record 1
The following is a DFT calculation (the ωB97M-V functional and the def2-TZVPD basis) of 14 unconnected molecules or ions with the total composition C60H158N10O20.

M	1339.97	g mol⁻¹
total charge	0
maximum force	3.98	eV Å⁻¹
electronic energy	-120618.302	eV
LUMO	0.4	eV

Cartesian coordinates (Å):
1 C 0.4787 7.2601 2.3091
2 C 0.8031 6.8355 3.7228
3 C 0.8838 8.0448 4.6737
4 O 1.8282 8.9823 4.1444
5 C 2.1561 10.0699 4.9531
6 N -0.1872 5.9110 4.2122
7 H 1.0623 8.0333 1.8392
8 H -0.5191 7.6443 2.3326
9 H 0.3946 6.3522 1.7160
10 H 1.8230 6.3756 3.6499
11 H 1.2929 7.5836 5.5882
12 H -0.1119 8.5178 4.7477
13 H 2.7726 10.6728 4.2726
14 H 2.7759 9.6386 5.7289
15 H 1.2314 10.5622 5.2984
16 H 0.0152 5.5269 5.1136
17 H -0.1391 5.1177 3.5128
18 C 1.8534 -6.3868 0.4835
19 C 3.3125 -6.9555 0.4656
20 C 4.0149 -6.8891 -0.8799
21 O 3.0758 -7.2526 -1.8880
22 C 3.7553 -6.9388 -3.1300
23 N 4.2016 -6.1465 1.3426
24 H 1.1214 -7.1077 0.1330
25 H 1.7477 -5.6015 -0.1622
26 H 1.4753 -6.0657 1.4850
27 H 3.2351 -7.9987 0.8026
28 H 4.8016 -7.6195 -0.9070
29 H 4.5014 -5.8716 -1.1122
30 H 4.1416 -5.9231 -3.1575
31 H 3.0899 -7.1237 -3.9226
32 H 4.6072 -7.5762 -3.2427
33 H 4.2389 -6.2648 2.3569
34 H 4.2610 -5.2093 1.0461
35 C 6.1079 3.1639 2.0180
36 C 4.7325 3.0869 2.6775
37 C 3.8214 4.0301 1.9279
38 O 4.6216 5.1073 1.3907
39 C 3.8125 6.0476 0.6423
40 N 4.0464 1.7773 2.7397
41 H 6.2110 3.0015 0.9122
42 H 6.8162 2.4887 2.4238
43 H 6.4609 4.1418 2.1956
44 H 4.8626 3.5029 3.6679
45 H 2.9663 4.4053 2.5655
46 H 3.3527 3.5046 1.0702
47 H 4.4830 6.7002 0.0657
48 H 3.0909 6.6129 1.2397
49 H 3.2614 5.4767 -0.1591
50 H 4.0874 1.2008 1.8917
51 H 4.4606 1.2133 3.4930
52 C 5.9057 -2.2475 -5.2679
53 C 4.9369 -3.1225 -4.4626
54 C 4.3618 -4.1807 -5.3850
55 O 5.4172 -4.9244 -6.0126
56 C 4.8995 -6.0894 -6.6533
57 N 5.4080 -3.7314 -3.2510
58 H 6.6660 -2.8721 -5.6377
59 H 6.2706 -1.4581 -4.6125
60 H 5.3642 -1.8162 -6.0968
61 H 4.0834 -2.4632 -4.2795
62 H 3.7052 -3.6822 -6.1253
63 H 3.6782 -4.7078 -4.7508
64 H 3.9097 -6.2305 -6.2924
65 H 5.5111 -6.9130 -6.4560
66 H 4.8529 -5.8649 -7.7384
67 H 6.3668 -4.1265 -3.4095
68 H 5.6037 -2.9784 -2.5836
69 C -0.7021 -2.7880 3.5394
70 C -0.8289 -3.4679 2.1975
71 O -1.5826 -2.6669 1.3079
72 H -0.3100 -1.8133 3.3778
73 H -0.0398 -3.2808 4.2308
74 H -1.6764 -2.7115 4.0169
75 H -1.4066 -4.4146 2.2191
76 H 0.1654 -3.5795 1.7972
77 H -0.9403 -2.2153 0.7169
78 C 0.3054 0.8663 5.3036
79 C 1.4513 1.2426 4.3873
80 O 1.6662 2.7018 4.4931
81 H -0.6679 1.0694 4.7761
82 H 0.3069 1.3426 6.2420
83 H 0.4298 -0.2190 5.6227
84 H 1.3403 1.0383 3.3390
85 H 2.3432 0.7579 4.8081
86 H 2.2279 2.9003 3.7303
87 C -3.9422 0.4047 4.2442
88 C -3.3119 0.3844 2.8527
89 O -2.3728 1.4506 2.6245
90 H -4.3630 1.4014 4.2803
91 H -3.2714 0.1798 5.0269
92 H -4.6269 -0.4434 4.1784
93 H -4.2269 0.4697 2.2112
94 H -2.9366 -0.5880 2.6652
95 H -2.4753 1.8279 1.7666
96 C 1.0863 -9.6022 -2.9693
97 C 0.1781 -8.3888 -3.2462
98 O 0.6856 -7.5950 -4.2193
99 H 2.0219 -9.3437 -2.4554
100 H 1.2904 -10.2647 -3.8492
101 H 0.4896 -10.1831 -2.2798
102 H 0.2248 -7.8245 -2.2763
103 H -0.8450 -8.6151 -3.4636
104 H 0.3521 -7.8227 -5.0661
105 C 4.0061 2.3343 -0.8835
106 O 4.3859 1.8240 -2.1469
107 C 3.4220 0.9879 -2.7582
108 C 2.2878 1.5785 -3.5207
109 N 1.5629 0.5926 -4.2692
110 C 0.2498 0.9546 -4.7505
111 C -0.4435 -0.0908 -5.5877
112 O -0.6578 -1.2774 -4.7626
113 C -1.4774 -2.1960 -5.4090
114 H 3.9215 1.5103 -0.1655
115 H 3.0525 2.8553 -1.0516
116 H 4.8033 2.9921 -0.5644
117 H 2.9959 0.3130 -2.0103
118 H 4.0308 0.2860 -3.3270
119 H 2.5782 2.4157 -4.1918
120 H 1.5983 2.0694 -2.7966
121 H 1.3219 -0.2525 -3.6936
122 H 0.1736 1.9216 -5.2559
123 H -0.4980 1.2132 -3.8922
124 H 0.1132 -0.3343 -6.5057
125 H -1.3929 0.2988 -5.8792
126 H -2.4299 -1.7786 -5.7883
127 H -1.7970 -2.9927 -4.7498
128 H -0.9425 -2.6709 -6.2173
129 C 0.0299 2.7205 1.4035
130 O -0.4916 1.9045 0.3882
131 C 0.0431 0.5442 0.3989
132 C -0.6168 -0.2044 -0.7407
133 N -0.1631 -1.5754 -0.6666
134 C -0.8494 -2.3767 -1.6740
135 C -0.4250 -3.8221 -1.5730
136 O 0.9840 -3.8933 -1.6530
137 C 1.5312 -4.0142 -2.9758
138 H -0.3044 2.4785 2.3950
139 H -0.3636 3.6809 1.1213
140 H 1.1205 2.7741 1.2260
141 H -0.1977 0.0518 1.2783
142 H 1.1478 0.7377 0.2920
143 H -0.4422 0.3110 -1.7132
144 H -1.6737 -0.1338 -0.4082
145 H 0.8138 -1.7129 -0.9047
146 H -0.6504 -1.9516 -2.6523
147 H -1.9258 -2.3809 -1.4452
148 H -0.8676 -4.4284 -2.3606
149 H -0.7062 -4.1657 -0.5739
150 H 1.0114 -3.3445 -3.6400
151 H 1.5312 -5.0686 -3.3566
152 H 2.5370 -3.5421 -2.9164
153 C -4.4039 0.7873 -3.7270
154 O -3.2419 1.6865 -3.8012
155 C -3.3578 2.9648 -3.2326
156 C -3.4981 2.9013 -1.7285
157 N -4.8086 2.8155 -1.1075
158 C -5.0178 1.7131 -0.1528
159 C -6.3221 1.9124 0.5607
160 O -7.2443 1.9554 -0.4399
161 C -8.4809 2.2751 0.0449
162 H -4.0996 -0.0715 -4.3532
163 H -5.3493 1.2758 -4.0053
164 H -4.4386 0.4934 -2.6576
165 H -4.2644 3.4129 -3.6281
166 H -2.5187 3.5401 -3.5273
167 H -2.9833 3.8019 -1.3177
168 H -2.8257 2.1160 -1.4279
169 H -5.5461 2.8137 -1.8216
170 H -4.2263 1.8702 0.5992
171 H -5.1397 0.6525 -0.5614
172 H -6.4361 2.8658 1.1599
173 H -6.5429 1.0896 1.3043
174 H -8.4846 3.3315 0.4447
175 H -8.8023 1.6314 0.8909
176 H -9.2210 2.1840 -0.7664
177 C 9.5996 -0.5350 0.3370
178 O 8.1936 -0.3818 0.5542
179 C 7.4853 -0.1624 -0.6926
180 C 6.0380 -0.4247 -0.4384
181 N 5.8374 -1.9192 -0.2904
182 C 4.5296 -2.3929 -0.1669
183 C 3.7535 -2.1465 1.1786
184 O 4.5029 -2.8214 2.1671
185 C 3.8408 -2.9627 3.4204
186 H 9.8257 -1.2186 -0.4334
187 H 10.1044 -0.8111 1.2429
188 H 9.9430 0.4164 0.0196
189 H 7.8355 -0.8559 -1.4561
190 H 7.6946 0.8409 -1.0554
191 H 5.5001 -0.0365 -1.3286
192 H 5.8153 0.1517 0.4714
193 H 6.4283 -2.2587 0.4638
194 H 4.5680 -3.4832 -0.2429
195 H 4.0137 -2.0175 -1.0030
196 H 2.7812 -2.5932 1.1470
197 H 3.5883 -1.0239 1.4121
198 H 3.6543 -1.9341 3.8712
199 H 4.5371 -3.5231 4.0882
200 H 2.8887 -3.4112 3.3045
201 C -6.6532 10.8238 4.7977
202 O -6.5987 9.9729 3.5809
203 C -7.9138 9.4082 3.2870
204 C -7.8468 8.6709 1.9726
205 N -7.0595 7.4449 2.0757
206 C -6.9306 6.7534 0.7705
207 C -5.9823 5.6155 0.9311
208 O -4.6573 5.9871 1.1528
209 C -3.6841 4.9016 1.2995
210 H -7.4333 11.5696 4.7878
211 H -5.6434 11.2987 4.7592
212 H -6.7842 10.3035 5.7897
213 H -8.6994 10.1628 3.2476
214 H -8.1687 8.7299 4.1258
215 H -7.5027 9.3526 1.1494
216 H -8.8876 8.3800 1.6866
217 H -6.0831 7.6245 2.4104
218 H -6.6025 7.4559 0.0168
219 H -7.9150 6.3696 0.4923
220 H -5.9836 4.9887 0.0194
221 H -6.3212 4.9757 1.8299
222 H -2.7142 5.2772 1.0874
223 H -4.0417 4.0712 0.6105
224 H -3.7843 4.5183 2.3083
225 C -2.3133 -8.6803 0.9255
226 O -2.9235 -7.5856 0.3245
227 C -2.8059 -6.3823 0.9473
228 C -3.6919 -5.3926 0.1200
229 N -4.0899 -4.1683 0.8032
230 C -5.1113 -3.4909 -0.0360
231 C -5.5955 -2.2465 0.6237
232 O -6.2492 -1.3710 -0.3231
233 C -7.5182 -1.8431 -0.6789
234 H -2.7872 -8.9867 1.8591
235 H -1.2037 -8.4770 1.1287
236 H -2.3978 -9.5396 0.2313
237 H -1.6944 -6.1164 0.9819
238 H -3.0491 -6.5510 1.9994
239 H -4.6202 -5.9914 -0.0722
240 H -3.1238 -5.1901 -0.7719
241 H -3.2754 -3.5379 0.9695
242 H -5.9551 -4.1188 -0.2080
243 H -4.8384 -3.1475 -1.0564
244 H -4.7701 -1.7274 1.0566
245 H -6.2982 -2.4110 1.4472
246 H -8.0110 -2.0882 0.2784
247 H -7.5035 -2.6490 -1.4001
248 H -8.0942 -1.0811 -1.1347

Atom charges from the Löwdin analysis, given in e for atoms 1 to 99: -0.069 -0.481 -0.182 -0.226 -0.114 0.049 0.073 0.072 0.064 0.130 0.127 0.137 0.095 0.081 0.094 0.065 0.087 -0.044 -0.358 -0.210 -0.196 -0.097 0.041 0.055 0.012 0.084 0.136 0.115 0.135 0.049 0.052 0.086 0.078 0.015 -0.052 -0.387 -0.211 -0.213 -0.068 0.065 0.084 0.065 0.063 0.144 0.124 0.079 0.090 0.068 0.092 0.042 0.093 -0.045 -0.468 -0.225 -0.170 -0.078 0.067 0.056 0.073 0.080 0.121 0.136 0.072 0.064 0.068 0.099 0.114 0.049 -0.069 -0.299 -0.144 0.050 0.068 0.079 0.101 0.097 0.023 -0.080 -0.298 -0.118 0.076 0.051 0.090 0.075 0.093 0.010 -0.062 -0.295 -0.074 0.080 0.049 0.081 0.093 0.075 0.032 -0.076 -0.347 -0.064 0.061

Record 2
The following is a DFT calculation (the ωB97M-V functional and the def2-TZVPD basis) of a molecular structure, H20KrO10.

M	263.95	g mol⁻¹
total charge	0
maximum force	0.93	eV Å⁻¹
electronic energy	-95729.804	eV
LUMO	-0.1	eV

Cartesian coordinates (Å):
1 Kr 17.1746 -14.1005 17.5231
2 O 21.0157 -14.9150 16.3587
3 H 21.5603 -14.6881 15.6050
4 H 21.1167 -14.1763 16.9590
5 O 15.6561 -11.8889 19.3993
6 H 14.9589 -11.4854 18.8822
7 H 15.2992 -12.7371 19.6627
8 O 16.9983 -10.8494 15.8860
9 H 17.1697 -10.7585 14.9487
10 H 17.2370 -11.7543 16.0871
11 O 15.7698 -16.2598 19.5681
12 H 14.8822 -15.9060 19.5122
13 H 15.7232 -17.0986 19.1093
14 O 13.2474 -15.2828 16.4828
15 H 13.7537 -14.7922 15.8353
16 H 13.3218 -16.1956 16.2042
17 O 13.3672 -14.7385 19.3392
18 H 12.7703 -15.4676 19.5076
19 H 13.4669 -14.7250 18.3873
20 O 18.5203 -11.6439 20.0544
21 H 18.5241 -10.7241 20.3195
22 H 17.6616 -11.7742 19.6520
23 O 14.6807 -13.9940 14.5468
24 H 15.5944 -14.0228 14.2628
25 H 14.1853 -14.3176 13.7944
26 O 16.6544 -14.9349 21.9007
27 H 16.6731 -15.3719 21.0493
28 H 17.4872 -14.4653 21.9477
29 O 20.6630 -13.3437 19.2804
30 H 19.7454 -13.1088 19.4188
31 H 21.1120 -12.5050 19.1740

For each atom in turn, the Löwdin charge in e is: 0.279 -0.065 0.024 -0.001 -0.077 0.052 0.019 -0.064 0.028 -0.053 -0.093 -0.012 0.048 -0.049 -0.021 0.049 -0.047 0.054 -0.002 -0.055 0.050 -0.019 -0.040 0.054 0.060 -0.061 -0.024 0.025 -0.063 -0.025 0.032

Record 3
The following is a DFT calculation (the ωB97M-V functional and the def2-TZVPD basis) of C3H3FN2O in the gas phase.

SMILES string	Nc1conc1F
M	102.07	g mol⁻¹
total charge	0
maximum force	1.69	eV Å⁻¹
electronic energy	-10902.724	eV
LUMO	0.8	eV

Cartesian coordinates (Å):
1 C -0.1882 -0.1006 -0.0436
2 C 0.8047 -1.0103 -0.0891
3 C 0.5395 1.1169 -0.0409
4 H -1.9754 -0.7887 0.7426
5 H -2.1370 0.3848 -0.4186
6 H 0.7341 -2.1290 0.0219
7 N -1.5617 -0.3838 -0.0919
8 N 1.8222 0.9563 0.0064
9 O 1.9831 -0.3835 -0.0531
10 F -0.0211 2.3379 -0.0337

For each atom in turn, the Löwdin charge in e is: -0.259 -0.060 -0.306 0.092 0.088 0.159 0.087 0.134 -0.035 0.100

Record 4
The following is a DFT calculation (the ωB97M-V functional and the def2-TZVPD basis) of 2 unconnected molecules or ions with the total composition C6H16NOS.

M	150.27	g mol⁻¹
total charge	+1
maximum force	9.27	eV Å⁻¹
2S+1	3
⟨S²⟩	2.0072
electronic energy	-20840.833	eV
LUMO (spin up / spin down)	-2.9 / -7.3	eV

Cartesian coordinates (Å):
1 C 0.6070 0.1185 1.3226
2 C 3.6871 1.0578 0.5973
3 C -3.5313 1.7819 -1.1778
4 C -0.6055 -0.8319 1.1312
5 C -0.4399 -2.1525 0.4507
6 C 2.5439 1.7091 0.3269
7 N -0.2122 -1.9667 -1.0061
8 O 1.5704 -0.0938 -1.1119
9 S 1.0273 1.0399 -0.2280
10 H 0.2986 0.8097 1.9866
11 H -4.3893 2.0272 -1.8099
12 H 4.7196 1.3429 0.7868
13 H 3.4630 -0.0220 0.2402
14 H -2.7875 2.5758 -1.3686
15 H -3.7154 1.5750 -0.1834
16 H -2.9961 0.9656 -1.7330
17 H -0.9599 -1.0845 2.0876
18 H -1.3344 -0.1611 0.5082
19 H 0.4845 -2.7292 0.7006
20 H -1.4087 -2.8271 0.5438
21 H 2.3498 2.7695 0.3717
22 H 1.0703 -0.9831 -1.0079
23 H -0.9807 -1.4734 -1.4605
24 H 1.5056 -0.6060 1.5702
25 H 0.0336 -2.8417 -1.5373

For each atom in turn, the Löwdin charge in e is: -0.265 0.030 -0.044 -0.230 -0.251 -0.328 -0.026 -0.351 1.095 0.055 0.029 0.094 0.103 0.023 -0.017 0.017 0.104 0.142 0.135 0.163 0.087 0.037 0.103 0.156 0.140

Record 5
The following is a DFT calculation (the ωB97M-V functional and the def2-TZVPD basis) of C3H5NO4 in the gas phase.

SMILES string	COC(=O)ONC=O
M	119.08	g mol⁻¹
total charge	0
maximum force	3.75	eV Å⁻¹
electronic energy	-12869.611	eV
LUMO	0.8	eV

Cartesian coordinates (Å):
1 C -2.9344 0.1959 0.2176
2 C -0.6022 -0.1934 -0.0979
3 C 2.2890 0.0766 0.3797
4 H -2.7003 0.2669 1.3204
5 H -3.6003 0.9311 -0.2795
6 H -3.1674 -0.8513 -0.0862
7 H 1.4938 -1.7531 -0.0885
8 H 3.0578 -0.3690 0.9446
9 N 1.6120 -0.7638 -0.4999
10 O -1.5219 0.6113 -0.5177
11 O -0.7263 -0.8050 0.9833
12 O 0.4428 -0.1882 -1.0509
13 O 1.9451 1.2129 0.4219

For each atom in turn, the Löwdin charge in e is: 0.097 -0.577 -0.316 0.103 0.091 0.097 0.178 0.120 0.023 0.011 0.054 0.034 0.085

total charge of number 5 (C3H5NO4)?
0